Entry 1:
DFT (ωB97M-V with the def2-TZVPD basis set) results for a molecular structure, C8H18N5O3Ti.

As for the total energy: -1664.33958 hartree. Its net charge is +1. The calculation puts the HOMO-LUMO gap (spin up / spin down) at 0.2579 / 0.3144 hartree. The expectation value of S² is 2.002. The spin multiplicity is 3. The energy above the lowest of the compared OMol25 structures with the same formula, charge and spin comes out at 0.0 kcal/mol. For the HOMO energy (spin up / spin down), the calculation gives -10.18 / -11.75 eV.

Geometry as XYZ:
```
35
C8H18N5O3Ti (ωB97M-V with the def2-TZVPD basis set)
Ti 0.0242 -0.0008 0.7576
C 0.6577 -3.0997 1.8489
O -0.3156 -2.1054 1.5241
C -1.5820 -2.6583 1.1402
C -2.5887 -1.5370 1.1840
O -2.0531 -0.4880 0.3663
C -2.8768 0.6979 0.2856
C -2.1758 1.6145 -0.6825
O -0.8294 1.8640 -0.2303
C -0.6093 3.2235 0.1947
H 0.9020 -3.7042 0.9719
H 0.2821 -3.7468 2.6423
H 1.5412 -2.5775 2.2077
H -1.8730 -3.4409 1.8440
H -1.5075 -3.0866 0.1363
H -2.7179 -1.1656 2.2039
H -3.5495 -1.8608 0.7798
H -2.9655 1.1526 1.2760
H -3.8665 0.4222 -0.0836
H -2.7253 2.5519 -0.7667
H -2.1144 1.1462 -1.6664
H -0.6277 3.8857 -0.6711
H 0.3690 3.2533 0.6679
H -1.3725 3.5224 0.9135
N 1.1403 -0.3359 -1.2188
N 2.0767 0.0779 -0.1813
H 1.5095 -1.1157 -1.7522
H 0.9974 0.4379 -1.8606
H 2.6542 0.8541 -0.4902
H 2.7005 -0.6934 0.0314
N -0.0911 0.9231 2.6036
C -0.7933 1.6689 3.1808
N -1.5734 2.4841 3.7598
C -2.6106 2.8308 3.0026
N -3.4845 3.1184 2.2996
```



Entry 2:
DFT (ωB97M-V with the def2-TZVPD basis set) results for a gas-phase ion, C8H18N5OS (charge +1) at a distorted geometry.

As for the total energy: -1062.44759 hartree. Its net charge is +1. Its SMILES is CS[C@@]1([NH2+]CCN(C)C)N=NCC(=O)N1. The calculation puts the HOMO-LUMO gap at 0.2982 hartree. The energy above the lowest of the compared OMol25 structures with the same formula, charge and spin comes out at 79.9 kcal/mol. For the HOMO energy, the calculation gives -11.72 eV.

Geometry as XYZ:
```
33
C8H18N5OS (ωB97M-V with the def2-TZVPD basis set)
C 1.1352 1.3634 3.9663
S 1.2474 0.0695 2.7372
C -0.1160 0.2973 1.6112
N -0.2636 -1.0908 0.9439
C -0.5419 -1.1591 -0.5009
C 0.7011 -1.0364 -1.4511
N 0.1945 -1.5847 -2.7208
C 0.7039 -2.8528 -3.2274
C 0.0576 -0.5945 -3.7689
N -1.5100 0.2917 2.4151
N -2.1178 1.3435 2.4520
C -1.5659 2.6096 1.9777
C -0.4481 2.6336 1.0682
O 0.0699 3.5984 0.5228
N 0.0444 1.3556 0.7756
H 2.1040 1.4238 4.2657
H 0.4629 1.0645 4.7968
H 0.8099 2.2889 3.4319
H 0.6385 -1.6641 1.3132
H -0.9914 -1.5371 1.4728
H -1.1919 -2.0768 -0.6584
H -1.1176 -0.1322 -0.6268
H 1.0094 -0.0606 -1.7082
H 1.4805 -1.7493 -1.2440
H 0.4923 -3.7794 -2.5864
H 0.0914 -3.0862 -4.1319
H 1.7196 -2.8023 -3.6008
H 1.0716 -0.4359 -4.3169
H -0.7559 -0.8164 -4.4157
H -0.3940 0.2088 -3.1704
H -1.4347 3.3115 2.8010
H -2.4591 3.2127 1.4257
H 0.8740 1.3858 0.1516
```



Entry 3:
DFT (ωB97M-V with the def2-TZVPD basis set) results for a gas-phase ion, C8H18NS (charge +1) at a distorted geometry.

As for the total energy: -768.24362 hartree. Its net charge is +1. The calculation puts the HOMO-LUMO gap at 0.3532 hartree. The energy above the lowest of the compared OMol25 structures with the same formula, charge and spin comes out at 16.2 kcal/mol. For the HOMO energy, the calculation gives -13.77 eV.

Geometry as XYZ:
```
28
C8H18NS (ωB97M-V with the def2-TZVPD basis set)
C 0.1001 -1.8209 0.5424
C 1.1657 -0.7383 0.9108
C -1.3645 -1.2217 0.7335
C 1.1071 0.6164 0.1312
C -1.8026 -0.2097 -0.2818
C 1.3164 0.3847 -1.3727
C 2.1109 1.6724 0.7885
C -1.8300 -0.5513 -1.6507
N -0.2468 1.1104 0.2581
S -3.0805 0.9495 0.1298
H 0.1750 -2.1342 -0.4513
H 0.3219 -2.5435 1.3053
H 1.0324 -0.4981 1.9650
H 2.1259 -1.1779 0.8091
H -2.0493 -2.0635 0.7298
H -1.2513 -0.8372 1.6543
H 2.2495 0.7207 -1.8354
H 0.5906 1.0150 -1.8541
H 1.2906 -0.6175 -1.6777
H 1.7950 2.5267 1.4733
H 2.6381 2.1934 -0.0659
H 2.9562 1.0890 1.3440
H -2.6030 -1.2759 -1.8657
H -0.9908 -1.0065 -2.1468
H -2.0511 0.3078 -2.2825
H -0.6586 1.0090 1.1859
H -0.3874 2.1110 0.0713
H -2.6594 0.9903 1.4524
```



Entry 4:
DFT (ωB97M-V with the def2-TZVPD basis set) results for 2 unconnected molecules or ions with the total composition C8H18O at a distorted geometry.

As for the total energy: -390.79410 hartree. Its net charge is 0. Its SMILES is C=C(C)C(C)(C)C.CO. The calculation puts the HOMO-LUMO gap at 0.3813 hartree. The energy above the lowest of the compared OMol25 structures with the same formula, charge and spin comes out at 38.6 kcal/mol. For the HOMO energy, the calculation gives -9.57 eV.

Geometry as XYZ:
```
27
C8H18O (ωB97M-V with the def2-TZVPD basis set)
C 0.9851 -0.2114 -1.6336
C 0.4600 -0.6862 -0.4934
C 1.0609 -1.9014 0.1630
C -1.0801 -0.2401 -0.0333
C -2.0284 -0.7664 -1.1266
C -1.5196 -0.8611 1.3038
C -1.2581 1.2856 0.0502
H 1.9253 -0.5941 -2.0208
H 0.5195 0.5842 -2.2060
H 0.9924 -1.8454 1.2510
H 0.5655 -2.8172 -0.1724
H 2.1281 -1.9738 -0.0742
H -1.8374 -0.2955 -2.0955
H -1.9401 -1.8498 -1.2547
H -3.0739 -0.5530 -0.8744
H -1.5030 -1.9551 1.2722
H -0.8791 -0.5244 2.1244
H -2.5552 -0.5865 1.5387
H -0.9441 1.7879 -0.8696
H -0.6955 1.7018 0.8907
H -2.3006 1.5489 0.2636
C 2.4085 2.0694 0.5808
O 1.7937 1.1587 1.4584
H 2.6913 2.9909 1.1013
H 3.3030 1.6194 0.1362
H 1.7193 2.3577 -0.2232
H 1.0628 0.5570 0.9433
```



Entry 5:
DFT (ωB97M-V with the def2-TZVPD basis set) results for a molecular structure, C8H18O2SSb at a distorted geometry.

As for the total energy: -1104.36597 hartree. Its net charge is -1. The calculation puts the HOMO-LUMO gap at 0.2780 hartree. For the HOMO energy, the calculation gives -4.24 eV.

Geometry as XYZ:
```
30
C8H18O2SSb (ωB97M-V with the def2-TZVPD basis set)
C 4.2245 2.1386 0.0146
C 3.0398 1.9387 0.0840
C 1.6658 1.5111 0.1630
Sb 1.4710 -0.5707 -0.6924
C -0.4498 -0.1025 -1.6788
C -1.7794 -0.5479 -1.0734
C -2.6235 0.4733 -0.2771
C -2.0433 1.8644 -0.0824
S 0.3788 -1.1752 1.6389
C -0.3756 -2.8010 1.6772
O -0.6764 -0.2542 2.0846
O 1.5272 -1.3254 2.5405
H 5.1952 2.5466 -0.0172
H 1.3127 1.5087 1.1930
H 1.0325 2.1746 -0.4238
H 1.2476 -2.2583 -1.2153
H 2.9510 -0.9854 0.0980
H 2.3187 -0.1329 -2.1582
H -0.4299 0.9580 -1.9211
H -0.3107 -0.6264 -2.6250
H -1.6101 -1.4366 -0.4663
H -2.4068 -0.9046 -1.8942
H -2.8105 0.0684 0.7136
H -3.5977 0.5755 -0.7590
H -1.7393 2.3268 -1.0208
H -2.7945 2.5192 0.3599
H -1.1890 1.8402 0.5852
H -0.4244 -3.0457 2.7367
H -1.3739 -2.7745 1.2551
H 0.2700 -3.5029 1.1605
```



Entry 6:
DFT (ωB97M-V with the def2-TZVPD basis set) results for 2 unconnected molecules or ions with the total composition C8H18O5 at a distorted geometry.

As for the total energy: -691.77763 hartree. Its net charge is 0. Its SMILES is COCCOCCC(=O)O.CCO. The calculation puts the HOMO-LUMO gap at 0.3811 hartree. For the HOMO energy, the calculation gives -9.58 eV.

Geometry as XYZ:
```
31
C8H18O5 (ωB97M-V with the def2-TZVPD basis set)
C 1.4624 0.0709 1.5211
O 1.7290 0.9008 0.4066
C 0.6034 1.2176 -0.3726
C -0.0977 2.4756 0.1105
O -0.6119 2.3106 1.4164
C -2.0071 2.1138 1.4905
C -2.5226 0.9152 0.7174
C -2.1415 -0.4009 1.3618
O -1.8888 -0.5265 2.5405
O -2.2104 -1.4723 0.5084
H 0.6881 -0.6686 1.3032
H 1.1040 0.6583 2.3672
H 2.3864 -0.4213 1.8102
H -0.0935 0.3763 -0.4327
H 0.9620 1.4113 -1.3881
H 0.6439 3.2746 0.1272
H -0.8802 2.7573 -0.6002
H -2.2240 1.9364 2.5413
H -2.5371 3.0274 1.2072
H -2.2665 0.9174 -0.3391
H -3.6156 0.9503 0.7497
H -1.3487 -1.6567 0.1134
C 2.3944 -2.6822 -2.2041
C 1.1187 -1.8693 -2.1149
O 0.4185 -2.1216 -0.8940
H 2.1731 -3.7468 -2.1281
H 2.9081 -2.4971 -3.1479
H 3.0735 -2.4246 -1.3882
H 0.4339 -2.1367 -2.9175
H 1.3383 -0.8001 -2.1962
H 1.0081 -1.8891 -0.1689
```